Molecular formula: C60H153N9O24
Method: DFT, ωB97M-V with the def2-TZVPD basis set

Last columns: bonded neighbours and bond lengths (Å).
Atoms and positions in Å:
1 C -2.5115 -6.7401 4.1674  O2 1.421, H10 1.090, H11 1.090, H12 1.090
2 O -3.2671 -6.8069 2.9664  C1 1.421, C3 1.426
3 C -3.2296 -5.6444 2.1414  O2 1.426, C4 1.527, H13 1.090, H14 1.090
4 C -3.4472 -5.8059 0.6389  C3 1.527, N5 1.447, H15 1.090, H16 1.090
5 N -4.7941 -6.1893 0.2744  C4 1.447, C6 1.472, H17 1.010
6 C -4.8877 -6.0486 -1.1878  N5 1.472, C7 1.586, H18 1.090, H19 1.090
7 C -6.0593 -6.9378 -1.7825  C6 1.586, O8 1.419, H20 1.090, H21 1.090
8 O -5.7347 -8.3176 -1.8566  C7 1.419, C9 1.461
9 C -6.8712 -9.1587 -2.2246  O8 1.461, H22 1.090, H23 1.090, H24 1.090
10 H -1.4661 -6.4330 4.1363  C1 1.090
11 H -2.5370 -7.6991 4.6849  C1 1.090
12 H -2.9986 -5.9703 4.7661  C1 1.090
13 H -2.2144 -5.2801 2.2986  C3 1.090
14 H -3.8678 -4.8320 2.4890  C3 1.090
15 H -2.6950 -6.4808 0.2304  C4 1.090
16 H -3.1798 -4.8350 0.2216  C4 1.090
17 H -4.8820 -7.1200 0.6567  N5 1.010
18 H -3.9794 -6.3204 -1.7255  C6 1.090
19 H -5.2042 -5.0330 -1.4254  C6 1.090
20 H -6.2277 -6.5204 -2.7753  C7 1.090
21 H -6.9963 -6.8208 -1.2381  C7 1.090
22 H -6.5114 -10.1832 -2.3197  C9 1.090
23 H -7.3237 -8.9418 -3.1922  C9 1.090
24 H -7.6838 -9.2560 -1.5047  C9 1.090
25 C 10.0981 -1.8396 2.1703  O26 1.395, H34 1.090, H35 1.090, H36 1.090
26 O 8.7460 -1.6729 1.8710  C25 1.395, C27 1.405
27 C 8.0289 -0.9900 2.8679  O26 1.405, C28 1.556, H37 1.090, H38 1.090
28 C 6.4804 -1.0901 2.7565  C27 1.556, N29 1.479, H39 1.090, H40 1.090
29 N 5.9964 -0.1265 1.7447  C28 1.479, C30 1.474, H41 1.010
30 C 6.4155 -0.4326 0.3654  N29 1.474, C31 1.557, H42 1.090, H43 1.090
31 C 5.8645 0.6942 -0.5577  C30 1.557, O32 1.368, H44 1.090, H45 1.090
32 O 6.3717 0.4671 -1.8082  C31 1.368, C33 1.481
33 C 5.7502 1.3101 -2.8555  O32 1.481, H46 1.090, H47 1.090, H48 1.090
34 H 10.1511 -2.4462 3.0743  C25 1.090
35 H 10.5929 -0.8708 2.2398  C25 1.090
36 H 10.5024 -2.3857 1.3181  C25 1.090
37 H 8.2717 0.0726 2.8759  C27 1.090
38 H 8.1910 -1.3378 3.8881  C27 1.090
39 H 5.9027 -0.9560 3.6710  C28 1.090
40 H 6.2196 -2.0964 2.4287  C28 1.090
41 H 4.9895 -0.1772 1.6845  N29 1.010
42 H 5.8503 -1.2819 -0.0187  C30 1.090
43 H 7.4674 -0.6825 0.2267  C30 1.090
44 H 6.2142 1.6515 -0.1711  C31 1.090
45 H 4.7852 0.5858 -0.6653  C31 1.090
46 H 6.1736 1.0894 -3.8354  C33 1.090
47 H 6.0422 2.3381 -2.6412  C33 1.090
48 H 4.6789 1.3289 -3.0559  C33 1.090
49 C 4.6575 1.5409 5.6744  O50 1.391, H58 1.090, H59 1.090, H60 1.090
50 O 3.3749 1.0297 5.5090  C49 1.391, C51 1.447
51 C 2.4416 1.5603 6.4788  O50 1.447, C52 1.517, H61 1.090, H62 1.090
52 C 1.0560 1.1142 6.0525  C51 1.517, N53 1.492, H63 1.090, H64 1.090
53 N 0.8857 -0.3675 6.0326  C52 1.492, C54 1.492, H65 1.010
54 C -0.5176 -0.8289 5.8242  N53 1.492, C55 1.539, H66 1.090, H67 1.090
55 C -0.4109 -2.3587 5.6888  C54 1.539, O56 1.422, H68 1.090, H69 1.090
56 O 0.2691 -2.7445 4.5008  C55 1.422, C57 1.415
57 C 0.0850 -4.0891 4.1016  O56 1.415, H70 1.090, H71 1.090, H72 1.090
58 H 5.0256 1.5026 6.6997  C49 1.090
59 H 4.6977 2.6108 5.4700  C49 1.090
60 H 5.3534 0.9680 5.0615  C49 1.090
61 H 2.4313 2.6500 6.4560  C51 1.090
62 H 2.6533 1.1592 7.4700  C51 1.090
63 H 0.7808 1.6409 5.1387  C52 1.090
64 H 0.3380 1.5535 6.7450  C52 1.090
65 H 1.4361 -0.6237 5.2254  N53 1.010
66 H -0.9082 -0.3209 4.9424  C54 1.090
67 H -1.1749 -0.5905 6.6603  C54 1.090
68 H -1.4076 -2.7959 5.6283  C55 1.090
69 H 0.0479 -2.6672 6.6282  C55 1.090
70 H 0.6332 -4.8040 4.7152  C57 1.090
71 H 0.4013 -4.3335 3.0875  C57 1.090
72 H -0.9950 -4.2330 4.0722  C57 1.090
73 C -1.6363 5.0047 -5.2524  O74 1.426, H82 1.090, H83 1.090, H84 1.090
74 O -0.9852 3.9579 -4.5356  C73 1.426, C75 1.377
75 C 0.2586 3.5203 -4.9325  O74 1.377, C76 1.552, H85 1.090, H86 1.090
76 C 0.5107 2.2722 -4.0456  C75 1.552, N77 1.478, H87 1.090, H88 1.090
77 N -0.6830 1.4016 -4.0811  C76 1.478, C78 1.479, H89 1.010
78 C -0.8041 0.5913 -5.3120  N77 1.479, C79 1.539, H90 1.090, H91 1.090
79 C -1.8866 -0.5020 -5.3244  C78 1.539, O80 1.461, H92 1.090, H93 1.090
80 O -3.2041 0.1293 -5.3151  C79 1.461, C81 1.405
81 C -4.1911 -0.8618 -5.1806  O80 1.405, H94 1.090, H95 1.090, H96 1.090
82 H -2.4172 5.5044 -4.6792  C73 1.090
83 H -2.0833 4.6446 -6.1790  C73 1.090
84 H -0.7899 5.6685 -5.4287  C73 1.090
85 H 0.9407 4.3514 -4.7538  C75 1.090
86 H 0.2054 3.3152 -6.0017  C75 1.090
87 H 0.6953 2.5897 -3.0194  C76 1.090
88 H 1.3708 1.6230 -4.2098  C76 1.090
89 H -1.4833 2.0176 -4.0932  N77 1.010
90 H 0.1354 0.0479 -5.4130  C78 1.090
91 H -1.0341 1.2387 -6.1582  C78 1.090
92 H -1.6153 -1.1469 -4.4886  C79 1.090
93 H -1.8093 -1.0219 -6.2793  C79 1.090
94 H -5.1546 -0.3525 -5.1999  C81 1.090
95 H -4.0344 -1.3903 -4.2403  C81 1.090
96 H -4.2042 -1.6000 -5.9825  C81 1.090
97 C 2.6510 -0.9580 -2.2547  O98 1.395, H106 1.090, H107 1.090, H108 1.090
98 O 2.4799 -0.5268 -3.5701  C97 1.395, C99 1.418
99 C 2.9408 -1.4246 -4.5662  O98 1.418, C100 1.504, H109 1.090, H110 1.090
100 C 3.0955 -0.5866 -5.8061  C99 1.504, N101 1.462, H111 1.090, H112 1.090
101 N 4.2223 0.3407 -5.8892  C100 1.462, C102 1.451, H113 1.010
102 C 4.0539 1.2123 -7.0365  N101 1.451, C103 1.556, H114 1.090, H115 1.090
103 C 5.0968 2.3676 -7.0310  C102 1.556, O104 1.373, H116 1.090, H117 1.090
104 O 4.8895 3.2391 -5.9905  C103 1.373, C105 1.402
105 C 5.7591 4.2412 -5.5367  O104 1.402, H118 1.090, H119 1.090, H120 1.090
106 H 1.9543 -1.7707 -2.0495  C97 1.090
107 H 2.3704 -0.1984 -1.5250  C97 1.090
108 H 3.7167 -1.1616 -2.1493  C97 1.090
109 H 2.1788 -2.1768 -4.7705  C99 1.090
110 H 3.8381 -1.9893 -4.3131  C99 1.090
111 H 2.1457 -0.0720 -5.9513  C100 1.090
112 H 3.2140 -1.3491 -6.5760  C100 1.090
113 H 4.2496 0.9417 -5.0779  N101 1.010
114 H 3.0630 1.6663 -7.0314  C102 1.090
115 H 4.0614 0.6363 -7.9618  C102 1.090
116 H 4.9882 2.8758 -7.9892  C103 1.090
117 H 6.1392 2.0493 -7.0449  C103 1.090
118 H 5.8559 5.0834 -6.2219  C105 1.090
119 H 6.6893 3.6877 -5.4085  C105 1.090
120 H 5.4731 4.6585 -4.5712  C105 1.090
121 C -6.7967 7.3485 -0.4880  O122 1.416, H130 1.090, H131 1.090, H132 1.090
122 O -5.8419 6.3055 -0.4114  C121 1.416, C123 1.423
123 C -5.6604 5.9686 0.9597  O122 1.423, C124 1.595, H133 1.090, H134 1.090
124 C -4.7157 4.7171 1.2516  C123 1.595, N125 1.471, H135 1.090, H136 1.090
125 N -5.4849 3.4875 1.0079  C124 1.471, C126 1.491, H137 1.010
126 C -4.6629 2.2503 0.8809  N125 1.491, C127 1.556, H138 1.090, H139 1.090
127 C -3.8331 2.2104 -0.4343  C126 1.556, O128 1.454, H140 1.090, H141 1.090
128 O -4.6850 2.3505 -1.6043  C127 1.454, C129 1.395
129 C -3.9840 2.4049 -2.8097  O128 1.395, H142 1.090, H143 1.090, H144 1.090
130 H -6.9634 7.5733 -1.5415  C121 1.090
131 H -6.5253 8.3280 -0.0944  C121 1.090
132 H -7.7668 7.1272 -0.0431  C121 1.090
133 H -6.5799 5.6908 1.4750  C123 1.090
134 H -5.1676 6.7664 1.5153  C123 1.090
135 H -4.3253 4.7152 2.2693  C124 1.090
136 H -3.7917 4.7921 0.6784  C124 1.090
137 H -5.8927 3.5837 0.0889  N125 1.010
138 H -5.2884 1.3818 1.0875  C126 1.090
139 H -3.8804 2.2790 1.6392  C126 1.090
140 H -3.1495 1.3667 -0.5291  C127 1.090
141 H -3.1994 3.0952 -0.3751  C127 1.090
142 H -3.4646 3.3607 -2.8798  C129 1.090
143 H -4.8340 2.4849 -3.4874  C129 1.090
144 H -3.3663 1.5519 -3.0906  C129 1.090
145 C 3.4672 3.7697 -2.7848  O146 1.389, H154 1.090, H155 1.090, H156 1.090
146 O 3.3609 3.0666 -1.5915  C145 1.389, C147 1.410
147 C 2.8443 3.7928 -0.4982  O146 1.410, C148 1.563, H157 1.090, H158 1.090
148 C 3.2816 3.1871 0.8743  C147 1.563, N149 1.473, H159 1.090, H160 1.090
149 N 2.5750 1.9107 1.0792  C148 1.473, C150 1.474, H161 1.010
150 C 2.9865 1.3686 2.3864  N149 1.474, C151 1.562, H162 1.090, H163 1.090
151 C 2.5157 -0.1187 2.3159  C150 1.562, O152 1.412, H164 1.090, H165 1.090
152 O 3.2887 -0.7955 1.3478  C151 1.412, C153 1.399
153 C 2.9144 -2.1064 1.0353  O152 1.399, H166 1.090, H167 1.090, H168 1.090
154 H 3.8992 3.1335 -3.5574  C145 1.090
155 H 3.9440 4.7438 -2.6758  C145 1.090
156 H 2.4274 4.0435 -2.9636  C145 1.090
157 H 1.7574 3.8625 -0.4540  C147 1.090
158 H 3.2573 4.8011 -0.5278  C147 1.090
159 H 2.9810 3.8402 1.6936  C148 1.090
160 H 4.3676 3.1546 0.7870  C148 1.090
161 H 2.9408 1.2106 0.4498  N149 1.010
162 H 2.4503 1.9012 3.1718  C150 1.090
163 H 4.0549 1.3098 2.5944  C150 1.090
164 H 1.4314 -0.1592 2.2117  C151 1.090
165 H 2.8288 -0.5986 3.2432  C151 1.090
166 H 3.4117 -2.7718 1.7410  C153 1.090
167 H 3.4948 -2.3201 0.1378  C153 1.090
168 H 1.8427 -2.2672 0.9175  C153 1.090
169 C -4.1515 -1.4862 -1.0900  O170 1.407, H178 1.090, H179 1.090, H180 1.090
170 O -3.9780 -1.5287 0.3052  C169 1.407, C171 1.418
171 C -5.0591 -1.7664 1.1907  O170 1.418, C172 1.571, H181 1.090, H182 1.090
172 C -4.4810 -1.7165 2.6511  C171 1.571, N173 1.480, H183 1.090, H184 1.090
173 N -4.5305 -0.2950 3.0608  C172 1.480, C174 1.446, H185 1.010
174 C -3.7470 -0.1315 4.2654  N173 1.446, C175 1.505, H186 1.090, H187 1.090
175 C -3.6023 1.3233 4.6218  C174 1.505, O176 1.450, H188 1.090, H189 1.090
176 O -2.8450 1.3333 5.8583  C175 1.450, C177 1.431
177 C -2.8904 2.6053 6.5123  O176 1.431, H190 1.090, H191 1.090, H192 1.090
178 H -4.4524 -2.4497 -1.5014  C169 1.090
179 H -3.2095 -1.3189 -1.6123  C169 1.090
180 H -4.9098 -0.7731 -1.4134  C169 1.090
181 H -5.4706 -2.7461 0.9481  C171 1.090
182 H -5.9574 -1.1548 1.1062  C171 1.090
183 H -3.4911 -2.1718 2.6205  C172 1.090
184 H -5.1403 -2.3321 3.2630  C172 1.090
185 H -3.9227 -0.0232 2.3013  N173 1.010
186 H -2.7782 -0.5305 3.9649  C174 1.090
187 H -4.2793 -0.6821 5.0410  C174 1.090
188 H -4.5709 1.8175 4.6972  C175 1.090
189 H -3.1025 1.7788 3.7670  C175 1.090
190 H -3.9234 2.9472 6.5773  C177 1.090
191 H -2.2377 3.3529 6.0616  C177 1.090
192 H -2.5861 2.5504 7.5575  C177 1.090
193 C -1.0803 -8.8542 0.7309  O194 1.384, H202 1.090, H203 1.090, H204 1.090
194 O 0.0037 -8.0849 0.3440  C193 1.384, C195 1.453
195 C 0.7883 -7.4867 1.4113  O194 1.453, C196 1.630, H205 1.090, H206 1.090
196 C 1.8267 -6.5245 0.6042  C195 1.630, N197 1.479, H207 1.090, H208 1.090
197 N 1.0971 -5.7631 -0.4328  C196 1.479, C198 1.414, H209 1.010
198 C 0.2619 -4.7802 0.1464  N197 1.414, C199 1.548, H210 1.090, H211 1.090
199 C -0.4445 -3.9503 -0.9527  C198 1.548, O200 1.460, H212 1.090, H213 1.090
200 O -1.4589 -4.7988 -1.5705  C199 1.460, C201 1.357
201 C -1.9000 -4.3752 -2.7817  O200 1.357, H214 1.090, H215 1.090, H216 1.090
202 H -0.8344 -9.5871 1.4993  C193 1.090
203 H -1.3557 -9.4512 -0.1385  C193 1.090
204 H -1.8456 -8.2093 1.1629  C193 1.090
205 H 1.2923 -8.3312 1.8813  C195 1.090
206 H 0.0450 -7.0338 2.0675  C195 1.090
207 H 2.6042 -7.1128 0.1168  C196 1.090
208 H 2.4588 -5.8839 1.2192  C196 1.090
209 H 0.5752 -6.5460 -0.7999  N197 1.010
210 H 0.9248 -4.1825 0.7721  C198 1.090
211 H -0.4579 -5.2287 0.8312  C198 1.090
212 H 0.3006 -3.6112 -1.6724  C199 1.090
213 H -1.0292 -3.1142 -0.5690  C199 1.090
214 H -2.4706 -5.1313 -3.3210  C201 1.090
215 H -1.1550 -3.8759 -3.4012  C201 1.090
216 H -2.6961 -3.6713 -2.5390  C201 1.090
217 O -0.8540 0.1730 -1.6467  C218 1.410, H221 0.960
218 C -0.3252 1.1234 -0.7502  O217 1.410, C219 1.554, H222 1.090, H223 1.090
219 C -0.3516 0.4562 0.6528  C218 1.554, O220 1.420, H224 1.090, H225 1.090
220 O -1.5894 0.1336 1.2700  C219 1.420, H226 0.960
221 H -0.9234 0.5811 -2.5129  O217 0.960
222 H 0.7030 1.3445 -1.0364  C218 1.090
223 H -0.8731 2.0650 -0.7860  C218 1.090
224 H 0.1867 1.2243 1.2081  C219 1.090
225 H 0.3569 -0.3662 0.5538  C219 1.090
226 H -2.1310 -0.3780 0.6646  O220 0.960
227 O 0.0191 4.2119 4.4513  C228 1.410, H231 0.960
228 C -0.1671 3.7039 3.1492  O227 1.410, C229 1.597, H232 1.090, H233 1.090
229 C -0.1101 4.8315 2.0193  C228 1.597, O230 1.428, H234 1.090, H235 1.090
230 O -1.2662 5.6433 1.8114  C229 1.428, H236 0.960
231 H 0.8279 4.7291 4.4577  O227 0.960
232 H 0.5800 2.9788 2.8264  C228 1.090
233 H -1.0786 3.1066 3.1258  C228 1.090
234 H 0.0481 4.2521 1.1096  C229 1.090
235 H 0.7627 5.4799 2.0952  C229 1.090
236 H -1.3299 6.3792 2.4245  O230 0.960
237 O 1.8260 7.5985 -1.2193  C238 1.423, H241 0.960
238 C 0.4414 7.4827 -1.5258  O237 1.423, C239 1.541, H242 1.090, H243 1.090
239 C -0.4699 8.1945 -0.5079  C238 1.541, O240 1.458, H244 1.090, H245 1.090
240 O -0.0681 9.5770 -0.2744  C239 1.458, H246 0.960
241 H 1.9692 8.5140 -1.4701  O237 0.960
242 H 0.2949 8.1239 -2.3951  C238 1.090
243 H 0.1832 6.4515 -1.7668  C238 1.090
244 H -0.5469 7.7738 0.4947  C239 1.090
245 H -1.4470 8.2438 -0.9883  C239 1.090
246 H -0.8611 10.1173 -0.2445  O240 0.960

The value obtained for the HOMO energy is -8.256 eV. For the energy, the calculation gives -4675.7654 hartree. Its max |F| is 3.8 eV/A. As for the energy above the lowest of the compared OMol25 structures with the same formula, charge and spin: 234.0 kJ/mol. Its structure (SMILES) is COCCNCCOC.COCCNCCOC.COCCNCCOC.COCCNCCOC.COCCNCCOC.COCCNCCOC.COCCNCCOC.COCCNCCOC.COCCNCCOC.OCCO.OCCO.OCCO. The calculation puts the LUMO energy at 0.37 eV. The calculation puts the gap between HOMO and LUMO at 8.63 eV.